1.
# C4H12N2O

A cluster of 2 separate species, C4H12N2O in total (ωB97M-V/def2-TZVPD, the Open Molecules 2025 dataset).

```
! wB97M-V def2-TZVPD RIJCOSX def2/J DEFGRID3
* xyz -1 2
C -1.228 0.311 -0.555
C -0.309 -0.137 0.601
C 0.957 -0.782 0.139
C 2.150 -0.306 0.479
N 3.383 -0.809 -0.026
N 0.833 -1.970 -0.621
H -2.173 -0.214 -0.573
H -1.411 1.379 -0.484
H -0.748 0.204 -1.524
H -0.051 0.700 1.256
H -0.848 -0.881 1.175
H 2.173 0.565 1.116
H 3.811 -0.205 -0.696
H 4.066 -0.923 0.713
H 1.410 -2.743 -0.329
H 0.852 -1.917 -1.627
H -4.507 2.451 1.086
H -4.424 2.526 -0.474
O -3.936 2.752 0.347
*
```

Calculated values
Orbital gap (spin up / spin down) (eV): 1.90 / 9.11

Atom charges from the natural (NBO) analysis, given in e for atoms 1 to 4: C -0.71; C -0.47; C 0.17; C -0.14

=====

2.
# C4H12N2O

A cluster of 2 separate species, C4H12N2O in total (ωB97M-V/def2-TZVPD, the Open Molecules 2025 dataset).

```
! wB97M-V def2-TZVPD RIJCOSX def2/J DEFGRID3
* xyz 0 1
C 2.912 0.877 -0.255
C 1.724 0.754 0.693
C 0.369 0.952 0.063
N 0.200 0.316 -1.220
C -0.554 1.757 0.595
N -1.493 2.467 -0.191
H 3.171 -0.106 -0.648
H 3.804 1.231 0.171
H 2.685 1.406 -1.184
H 1.873 1.473 1.489
H 1.715 -0.228 1.137
H -0.586 -0.279 -0.947
H 0.950 -0.372 -1.195
H -0.411 2.101 1.612
H -2.475 2.334 -0.009
H -1.195 2.435 -1.152
O -4.402 -5.951 0.187
H -4.679 -5.035 0.157
H -3.608 -6.132 0.696
*
```

Calculated values
Orbital gap (eV): 8.45

Atom charges from the natural (NBO) analysis, given in e for atoms 1 to 4: C -0.62; C -0.44; C 0.11; N -0.82